(1)
{
  "formula": "C4H13N3",
  "method": "the ωB97M-V functional and the def2-TZVPD basis",
  "elements": ["C", "C", "C", "N", "C", "N", "N", "H", "H", "H", "H", "H", "H", "H", "H", "H", "H", "H", "H", "H"],
  "coordinates": [[0.791, 2.023, 0.202], [0.659, 0.728, 1.085], [-0.695, 0.162, 1.083], [-2.092, -3.291, -1.443], [-1.525, -2.060, -1.450], [-0.896, -1.553, -0.447], [2.287, 2.278, 0.236], [0.397, 1.662, -0.741], [0.310, 2.877, 0.660], [0.886, 1.049, 2.115], [1.500, 0.119, 0.714], [-1.430, 0.671, 0.484], [-1.044, -0.392, 1.935], [-2.604, -3.576, -2.261], [-2.297, -3.778, -0.588], [-1.705, -1.473, -2.348], [-0.555, -2.360, 0.079], [2.726, 1.778, -0.541], [2.601, 3.245, 0.133], [2.686, 1.889, 1.093]],
  "relative_energy_kcal_mol": 30.1,
  "mol_weight_g_mol": 103.169,
  "gap_ev": [6.546, 8.575],
  "charge": 1,
  "homo_ev": [-9.98, -12.02],
  "spin_multiplicity": 2
}

(2)
{
  "formula": "C3H7N3O",
  "method": "the ωB97M-V functional and the def2-TZVPD basis",
  "elements": ["C", "N", "N", "C", "C", "N", "O", "H", "H", "H", "H", "H", "H", "H"],
  "coordinates": [[0.123, -1.498, -1.838], [-0.466, -1.408, -0.693], [-0.273, -0.263, 0.064], [-1.261, -0.082, 1.121], [0.925, 0.462, 0.052], [0.941, 1.573, 0.847], [1.939, 0.194, -0.586], [-0.002, -2.421, -2.426], [0.721, -0.705, -2.313], [-2.007, -0.883, 1.092], [-0.764, -0.085, 2.096], [-1.765, 0.877, 0.973], [0.099, 2.129, 0.874], [1.792, 2.111, 0.737]],
  "relative_energy_kcal_mol": 38.1,
  "mol_weight_g_mol": 101.109,
  "gap_ev": 9.729,
  "homo_ev": -8.87,
  "spin_multiplicity": 1
}

(3)
{
  "formula": "C36H27ClN4O4PtS",
  "method": "the ωB97M-V functional and the def2-TZVPD basis",
  "elements": ["Pt", "Cl", "C", "C", "C", "C", "O", "C", "C", "N", "C", "C", "C", "C", "C", "C", "C", "C", "N", "C", "C", "H", "H", "H", "H", "H", "H", "H", "H", "H", "H", "O", "C", "C", "O", "O", "C", "C", "C", "C", "C", "C", "C", "C", "C", "C", "C", "C", "H", "H", "H", "H", "H", "H", "H", "H", "H", "H", "H", "N", "C", "S", "C", "C", "C", "N", "C", "C", "H", "H", "H", "H", "H", "H"],
  "coordinates": [[-0.180, 0.027, -0.152], [-5.069, -2.600, 4.683], [-3.799, -1.824, 3.855], [-2.802, -1.138, 4.582], [-1.797, -0.511, 3.917], [-1.732, -0.481, 2.483], [-0.799, 0.177, 1.951], [-2.742, -1.236, 1.750], [-2.750, -1.439, 0.329], [-2.012, -0.843, -0.556], [-2.185, -1.081, -1.927], [-3.396, -1.417, -2.505], [-3.463, -1.774, -3.857], [-2.329, -1.832, -4.626], [-1.090, -1.416, -4.094], [0.113, -1.403, -4.836], [1.261, -0.929, -4.262], [1.222, -0.442, -2.948], [0.122, -0.468, -2.226], [-1.027, -0.975, -2.753], [-3.743, -1.885, 2.469], [-2.848, -1.123, 5.662], [-1.027, 0.027, 4.456], [-3.416, -2.226, -0.028], [-4.299, -1.409, -1.908], [-4.421, -2.028, -4.288], [-2.369, -2.193, -5.645], [0.109, -1.762, -5.857], [2.188, -0.892, -4.816], [2.098, -0.002, -2.484], [-4.508, -2.431, 1.932], [1.312, -1.438, 0.835], [2.447, -0.919, 1.528], [2.326, 0.782, 1.324], [2.827, 1.503, 2.151], [1.722, 0.973, 0.238], [3.721, -1.137, 0.754], [3.693, -1.832, -0.456], [4.874, -2.127, -1.120], [6.089, -1.706, -0.603], [6.120, -0.985, 0.583], [4.947, -0.699, 1.260], [2.504, -1.416, 2.954], [2.156, -2.763, 3.145], [2.317, -3.374, 4.377], [2.828, -2.661, 5.449], [3.146, -1.322, 5.281], [2.984, -0.703, 4.050], [0.754, -1.887, 1.480], [2.746, -2.178, -0.850], [4.845, -2.707, -2.033], [7.010, -1.940, -1.120], [7.065, -0.651, 0.990], [4.977, -0.127, 2.176], [1.830, -3.370, 2.307], [2.075, -4.423, 4.489], [2.982, -3.143, 6.405], [3.540, -0.751, 6.112], [3.218, 0.342, 3.950], [-1.469, 7.196, 0.117], [-2.297, 6.185, -0.004], [-3.953, 6.456, 0.121], [-1.786, 4.823, -0.244], [-0.428, 4.530, -0.344], [-0.030, 3.214, -0.510], [-0.897, 2.208, -0.592], [-2.202, 2.475, -0.538], [-2.683, 3.757, -0.369], [-1.833, 8.127, 0.268], [-0.466, 7.086, 0.069], [0.342, 5.288, -0.294], [1.020, 2.954, -0.568], [-2.885, 1.641, -0.631], [-3.752, 3.929, -0.321]],
  "relative_energy_kcal_mol": 46.4,
  "mol_weight_g_mol": 842.234,
  "gap_ev": [4.232, 2.005],
  "charge": 2,
  "homo_ev": [-11.73, -11.76],
  "spin_multiplicity": 5
}

(4)
{
  "formula": "C26H33FN4O4",
  "method": "the ωB97M-V functional and the def2-TZVPD basis",
  "elements": ["C", "O", "C", "C", "N", "C", "O", "C", "C", "C", "C", "C", "F", "C", "C", "N", "C", "O", "C", "C", "C", "O", "N", "C", "C", "C", "C", "C", "N", "C", "C", "C", "C", "C", "C", "H", "H", "H", "H", "H", "H", "H", "H", "H", "H", "H", "H", "H", "H", "H", "H", "H", "H", "H", "H", "H", "H", "H", "H", "H", "H", "H", "H", "H", "H", "H", "H", "H"],
  "coordinates": [[2.556, 3.557, 1.492], [1.471, 3.107, 0.714], [1.745, 3.113, -0.682], [0.442, 3.265, -1.471], [-0.513, 2.231, -1.167], [-0.634, 1.112, -1.891], [0.007, 0.862, -2.893], [-1.698, 0.131, -1.349], [-3.106, 0.685, -1.431], [-3.404, 1.779, -2.233], [-4.702, 2.244, -2.341], [-5.703, 1.601, -1.639], [-6.971, 2.053, -1.736], [-5.440, 0.499, -0.847], [-4.139, 0.043, -0.756], [-1.356, -0.337, -0.002], [-1.685, 0.441, 1.050], [-2.140, 1.570, 0.893], [-1.496, -0.051, 2.474], [-0.206, 0.548, 3.064], [1.001, -0.278, 2.659], [1.194, -1.384, 3.120], [1.804, 0.318, 1.736], [2.971, -0.190, 1.174], [3.587, -1.373, 1.585], [4.738, -1.765, 0.929], [5.243, -0.982, -0.099], [4.564, 0.180, -0.419], [3.463, 0.570, 0.198], [-0.668, -1.621, 0.091], [-1.615, -2.801, -0.156], [-0.869, -4.112, 0.078], [0.357, -4.203, -0.825], [1.281, -3.012, -0.588], [0.536, -1.706, -0.851], [2.810, 4.594, 1.248], [2.242, 3.501, 2.533], [3.439, 2.928, 1.338], [2.401, 3.957, -0.928], [2.253, 2.179, -0.953], [0.680, 3.209, -2.536], [-0.016, 4.230, -1.241], [-1.107, 2.338, -0.347], [-1.663, -0.743, -2.007], [-2.621, 2.272, -2.787], [-4.941, 3.095, -2.959], [-6.243, 0.012, -0.318], [-3.925, -0.820, -0.143], [-1.496, -1.134, 2.580], [-2.345, 0.351, 3.031], [-0.111, 1.587, 2.750], [-0.272, 0.506, 4.153], [1.532, 1.226, 1.355], [3.170, -1.952, 2.390], [5.239, -2.677, 1.220], [6.137, -1.263, -0.633], [4.909, 0.839, -1.205], [-0.277, -1.716, 1.104], [-1.994, -2.774, -1.180], [-2.470, -2.735, 0.521], [-1.538, -4.954, -0.113], [-0.552, -4.165, 1.121], [0.041, -4.214, -1.871], [0.892, -5.134, -0.627], [2.151, -3.075, -1.243], [1.637, -3.028, 0.444], [0.226, -1.680, -1.895], [1.197, -0.854, -0.686]],
  "relative_energy_kcal_mol": 1.9,
  "mol_weight_g_mol": 484.572,
  "gap_ev": 9.472,
  "homo_ev": -8.77,
  "spin_multiplicity": 1
}

Q: Which formula does entry 1 have?
A: C4H13N3

Repeat the first record exactly.
{
  "formula": "C4H13N3",
  "method": "the ωB97M-V functional and the def2-TZVPD basis",
  "elements": ["C", "C", "C", "N", "C", "N", "N", "H", "H", "H", "H", "H", "H", "H", "H", "H", "H", "H", "H", "H"],
  "coordinates": [[0.791, 2.023, 0.202], [0.659, 0.728, 1.085], [-0.695, 0.162, 1.083], [-2.092, -3.291, -1.443], [-1.525, -2.060, -1.450], [-0.896, -1.553, -0.447], [2.287, 2.278, 0.236], [0.397, 1.662, -0.741], [0.310, 2.877, 0.660], [0.886, 1.049, 2.115], [1.500, 0.119, 0.714], [-1.430, 0.671, 0.484], [-1.044, -0.392, 1.935], [-2.604, -3.576, -2.261], [-2.297, -3.778, -0.588], [-1.705, -1.473, -2.348], [-0.555, -2.360, 0.079], [2.726, 1.778, -0.541], [2.601, 3.245, 0.133], [2.686, 1.889, 1.093]],
  "relative_energy_kcal_mol": 30.1,
  "mol_weight_g_mol": 103.169,
  "gap_ev": [6.546, 8.575],
  "charge": 1,
  "homo_ev": [-9.98, -12.02],
  "spin_multiplicity": 2
}